(1)
This record from OMol25 describes a molecular structure, C9H11FILiN3O5. The level of theory is ωB97M-V/def2-TZVPD.

The geometry in XYZ format:
```
31
C9H11FILiN3O5, DFT ωB97M-V/def2-TZVPD
H 3.6826 -1.5225 -2.6667
H 4.2638 -0.2236 -0.4587
H 4.0344 1.6009 3.0866
C 5.2529 1.6256 -0.7052
C 3.0919 -0.6081 -2.7002
C 2.4405 0.8610 1.8092
O 0.9762 0.0674 -1.8462
O 2.1659 -1.4322 -0.6634
H 5.0884 3.3459 -3.4704
C 4.5007 0.6051 -1.1153
C 4.1707 1.5441 -3.2981
C -1.2297 -0.5826 1.1862
H 3.1709 2.8307 2.1323
N 3.9611 0.5369 -2.3740
H 2.3858 2.0992 3.5338
I -2.2807 1.3362 0.8696
N 4.9318 2.5980 -2.8136
N 2.8017 -0.4233 2.0320
F 5.7785 1.6349 0.5312
O 3.7661 1.5216 -4.4410
H 3.5211 -0.6544 2.6897
H 2.4689 -1.1172 1.3614
C 3.0633 1.9091 2.6985
O 1.6135 1.1664 0.9579
H 2.6934 -0.4440 -3.6929
O 6.2015 3.7289 -1.3012
H -2.0365 -1.3009 1.0098
C 1.9605 -0.6796 -1.6554
Li 0.3717 -0.0019 -0.0656
C 5.5277 2.7567 -1.5646
H -1.0773 -0.5596 2.2730
```

## Properties
charge: -1
E_HOMO: -0.13500 Eh
lowest unoccupied orbital energy: 2.704 eV
HOMO-LUMO gap: 6.3770 eV
maximum force: 0.5 eV Å⁻¹

Atom charges from the natural (NBO) analysis, given in e for atoms 1 to 4: H 0.1985; H 0.2603; H 0.2074; C 0.2009

=====

(2)
This record from OMol25 describes a single C9H11INO2P molecule. The level of theory is ωB97M-V/def2-TZVPD.

The geometry in XYZ format:
```
25
C9H11INO2P, DFT ωB97M-V/def2-TZVPD
H -4.2203 -2.1547 1.3913
C -1.6183 -1.2844 -0.5054
H 3.6674 0.9161 0.4352
H -4.1870 0.3441 2.0740
H -0.4779 2.3839 -1.4102
H 1.5832 -1.5409 0.6449
C 2.5676 -0.9777 0.8506
O 0.7396 0.9120 -3.6889
O 1.1614 -1.0334 -2.5856
C 1.5057 1.4272 0.1866
C 0.6942 0.2731 -2.5773
H 2.9709 0.1152 -1.0644
H -2.2310 2.0287 1.0422
C -1.3868 0.1875 -0.1905
P 0.0605 1.1030 -0.9924
N -2.5866 -2.2093 -0.0241
C -2.3367 0.9281 0.7796
H 2.7759 -0.8593 1.9811
C 2.7262 0.3862 0.0186
C -3.4083 -1.4959 0.8964
I 0.9421 1.5428 2.2920
H 3.4048 -1.6837 0.4723
H 1.9329 2.4676 -0.0881
H -0.8775 -1.7406 -1.2713
C -3.4020 -0.0356 1.3335
```

## Properties
charge: 0
E_HOMO: -0.32719 Eh
lowest unoccupied orbital energy: -1.002 eV
ΔE to the lowest compared entry with this formula, charge and spin: 2.9872 eV
HOMO-LUMO gap: 7.9015 eV
maximum force: 8.6 eV Å⁻¹

Atom charges from the natural (NBO) analysis, given in e for atoms 1 to 4: H 0.2132; C 0.0601; H 0.2227; H 0.2457

=====

(3)
This record from OMol25 describes a gas-phase ion, C9H11N2 (charge +1). The level of theory is ωB97M-V/def2-TZVPD.

The geometry in XYZ format:
```
22
C9H11N2, DFT ωB97M-V/def2-TZVPD
H -4.5381 -1.2133 -0.1998
C -1.3397 -0.4093 -0.1346
H 2.3373 1.8247 -0.2270
H 2.9720 0.4327 1.3549
C -2.7279 1.5688 0.2512
C -1.4849 1.0050 0.0814
H 3.9774 0.0078 -0.0958
N 3.1359 0.0871 0.3837
C 0.0973 -0.7481 -0.2575
H 2.2202 0.5269 -1.5170
H -2.7752 2.5580 0.4426
C -3.7052 -0.6618 -0.1353
H -4.8369 1.2231 0.0120
H 0.2507 -1.4952 0.4992
C -3.8065 0.6874 -0.0098
H -2.3989 -2.2750 -0.1844
C -0.1680 1.6523 0.0390
H 0.2188 -1.2384 -1.1433
H 2.8817 -0.9351 0.3632
N 0.7274 0.5592 -0.2454
C -2.4054 -1.2451 -0.0962
C 2.0551 0.8744 -0.5646
```

## Properties
charge: +1
E_HOMO: -0.45173 Eh
lowest unoccupied orbital energy: -3.783 eV
ΔE to the lowest compared entry with this formula, charge and spin: 4.1960 eV
HOMO-LUMO gap: 8.5088 eV
maximum force: 5.1 eV Å⁻¹

Atom charges from the natural (NBO) analysis, given in e for atoms 1 to 4: H 0.2220; C 0.0148; H 0.2481; H 0.4660

=====

(4)
This record from OMol25 describes a gas-phase ion, C9H11N2 (charge +1). The level of theory is ωB97M-V/def2-TZVPD.

The geometry in XYZ format:
```
22
C9H11N2, DFT ωB97M-V/def2-TZVPD
H -2.2417 1.8277 1.2806
C 2.5284 -0.5795 1.0073
H -0.9331 -2.2018 -0.8890
H 0.9636 -1.8833 1.6067
C -2.1516 1.9194 0.2012
H 0.1810 0.6813 -1.8478
H 2.5860 1.5857 -1.6677
C -0.9556 -1.3705 -0.3036
H -2.7309 -2.0152 0.7734
C 1.2523 -1.0706 0.9261
C 0.4065 -0.7820 -0.1534
N -2.1919 -0.5348 -0.6521
H 3.9674 0.6369 0.0158
H -2.0431 -0.5240 1.4904
H -1.9273 2.9207 -0.2397
C 2.1472 0.7830 -0.8612
C -2.0637 -1.1553 0.6867
C 2.9697 0.3601 0.1297
H -1.8428 1.1183 -1.5932
H 3.2591 -0.8943 1.7076
N -1.9965 0.9070 -0.6134
C 0.8173 0.2713 -1.0045
```

## Properties
charge: +1
E_HOMO: -0.47309 Eh
lowest unoccupied orbital energy: -5.064 eV
ΔE to the lowest compared entry with this formula, charge and spin: 4.4255 eV
HOMO-LUMO gap: 7.8095 eV
maximum force: 4.3 eV Å⁻¹

Atom charges from the natural (NBO) analysis, given in e for atoms 1 to 4: H 0.2388; C -0.1682; H 0.2419; H 0.2267

=====

(5)
This record from OMol25 describes a gas-phase ion, C9H11N4O (charge +1). The level of theory is ωB97M-V/def2-TZVPD.

The geometry in XYZ format:
```
25
C9H11N4O, DFT ωB97M-V/def2-TZVPD
N -2.1971 0.9820 1.2433
H 3.2855 -1.2713 0.0581
N -1.5624 2.0016 -0.5841
H -1.3911 -2.5887 1.2635
H -3.2096 3.3394 -0.6887
H 3.5354 0.7008 -0.9551
H -1.5348 -1.1768 2.1175
H -0.5399 2.4032 -2.0521
N -0.0338 -0.9780 0.5647
H 0.9219 -2.6479 0.2497
C 1.3925 0.8880 -1.5048
N -1.2627 1.0557 0.2299
C -3.0403 1.8978 1.0090
C 2.3629 -0.9225 -0.2801
C -0.3843 0.1234 -0.0204
C -2.6407 2.5806 -0.1544
C 2.4893 0.2987 -0.8621
H 2.0315 2.0305 -3.0169
H -3.9821 2.1285 1.4516
C 1.0097 -1.6705 -0.1795
H -0.1551 -2.1888 2.3361
H 0.7536 -1.8405 -1.3615
C 1.1083 1.7380 -2.4771
C -0.7985 -1.6969 1.5582
O 0.0118 2.3230 -2.8383
```

## Properties
charge: +1
E_HOMO: -0.45818 Eh
lowest unoccupied orbital energy: -4.650 eV
ΔE to the lowest compared entry with this formula, charge and spin: 6.3677 eV
HOMO-LUMO gap: 7.8173 eV
maximum force: 4.9 eV Å⁻¹

Atom charges from the natural (NBO) analysis, given in e for atoms 1 to 4: N -0.2242; H 0.2329; N -0.2326; H 0.2403

=====

(6)
This record from OMol25 describes a single C9H11NO molecule. The level of theory is ωB97M-V/def2-TZVPD.

The geometry in XYZ format:
```
22
C9H11NO, DFT ωB97M-V/def2-TZVPD
H -2.3524 -1.2839 -1.6454
C 1.6476 1.3644 0.4939
C 3.7048 0.1054 -0.1381
H -0.1862 2.3570 1.0847
H 4.1552 0.7604 0.4946
H -3.0151 -2.3534 -0.1545
H -4.0269 -1.2319 -1.2366
H 1.5406 -2.0089 -0.1880
H 4.0105 -0.9193 0.1114
C -3.0224 0.0013 0.0675
H -0.7071 -1.6415 0.0648
C -3.0351 -1.3034 -0.7832
N -0.5955 0.5562 0.3321
H 2.3945 2.1536 0.5886
C -0.0503 -0.6856 0.1240
H 3.9676 0.2918 -1.1329
C 1.2791 -0.9613 -0.1308
C -1.8574 0.8305 0.3236
C 2.1512 0.1535 0.0111
O -4.0845 0.3875 0.6243
C 0.2831 1.5593 0.5776
H -2.2013 1.8684 0.5115
```

## Properties
charge: 0
E_HOMO (spin up / spin down): -0.25310 / -0.25321 Eh
lowest unoccupied orbital energy (spin up / spin down): 0.057 / 0.057 eV
ΔE to the lowest compared entry with this formula, charge and spin: 3.2099 eV
HOMO-LUMO gap (spin up / spin down): 6.9440 / 6.9473 eV
maximum force: 4.9 eV Å⁻¹

Atom charges from the natural (NBO) analysis, given in e for atoms 1 to 4: H 0.2181; C -0.2085; C -0.6111; H 0.2152